Record 1
The following is a DFT calculation (the ωB97M-V functional and the def2-TZVPD basis) of 8 unconnected molecules or ions with the total composition C51H49FI2NO2P at a distorted geometry.

Values from the calculation:
HOMO level in eV: -8.73
Orbital gap in eV: 6.902

The geometry in ORCA input format:
```
! wB97M-V def2-TZVPD RIJCOSX def2/J DEFGRID3
* xyz 0 1
C 3.360 -1.621 2.615
C 1.877 -2.212 2.947
I 1.763 -4.067 4.086
C 0.718 -1.508 2.482
I 0.894 0.379 1.357
C -0.767 -2.011 2.715
C -1.522 -2.476 1.587
C -3.050 -2.928 1.862
O -3.569 -3.945 1.341
C -3.841 -1.977 2.917
P -5.671 -1.461 2.652
N -6.613 -2.290 3.668
C -3.082 -1.540 4.047
F -3.636 -0.719 5.061
C -1.534 -2.007 4.128
O -0.991 -2.364 5.209
H 3.369 -0.475 2.699
H 3.700 -1.911 1.550
H 4.129 -2.006 3.363
H -1.042 -2.471 0.557
H -6.054 -1.721 1.275
H -5.837 -0.033 2.860
H -7.086 -1.541 4.219
C -0.053 4.034 0.702
C 0.190 3.571 -0.588
C -0.335 4.251 -1.682
C -1.107 5.392 -1.487
C -1.358 5.849 -0.197
C -0.830 5.172 0.898
H 0.361 3.507 1.556
H 0.790 2.679 -0.741
H -0.143 3.891 -2.688
H -1.515 5.924 -2.340
H -1.965 6.736 -0.044
H -1.024 5.530 1.903
C -0.683 -8.340 3.176
C -0.440 -8.806 1.888
C -0.975 -8.136 0.793
C -1.757 -7.000 0.986
C -2.006 -6.540 2.275
C -1.469 -7.208 3.370
H -0.260 -8.860 4.030
H 0.168 -9.693 1.737
H -0.783 -8.497 -0.212
H -2.172 -6.475 0.133
H -2.620 -5.660 2.426
H -1.662 -6.847 4.375
C -6.662 3.196 0.855
C -7.721 3.200 -0.051
C -7.705 2.337 -1.144
C -6.629 1.476 -1.330
C -5.568 1.478 -0.433
C -5.585 2.335 0.661
H -6.677 3.862 1.711
H -8.558 3.874 0.096
H -8.531 2.335 -1.847
H -6.614 0.800 -2.179
H -4.728 0.808 -0.586
H -4.758 2.334 1.364
C -0.699 9.738 2.712
C -0.456 9.275 1.423
C -0.981 9.955 0.328
C -1.753 11.096 0.523
C -2.004 11.554 1.813
C -1.476 10.876 2.907
H -0.285 9.212 3.565
H 0.144 8.384 1.271
H -0.788 9.596 -0.677
H -2.161 11.628 -0.330
H -2.611 12.441 1.965
H -1.670 11.235 3.913
C -5.544 -2.322 -2.393
C -6.029 -1.903 -3.628
C -5.403 -2.315 -4.800
C -4.286 -3.143 -4.736
C -3.795 -3.553 -3.500
C -4.426 -3.142 -2.330
H -6.036 -2.006 -1.479
H -6.898 -1.255 -3.677
H -5.784 -1.990 -5.763
H -3.798 -3.467 -5.649
H -2.920 -4.193 -3.448
H -4.044 -3.463 -1.366
C 7.468 -3.595 1.120
C 6.167 -3.685 0.636
C 5.792 -2.962 -0.492
C 6.718 -2.145 -1.135
C 8.017 -2.048 -0.645
C 8.393 -2.773 0.481
H 7.762 -4.163 1.996
H 5.444 -4.320 1.138
H 4.778 -3.035 -0.872
H 6.427 -1.583 -2.016
H 8.737 -1.406 -1.142
H 9.406 -2.699 0.861
C 10.748 -1.346 -3.804
C 9.447 -1.436 -4.288
C 9.072 -0.713 -5.416
C 9.997 0.104 -6.059
C 11.296 0.201 -5.569
C 11.672 -0.525 -4.443
H 11.042 -1.915 -2.928
H 8.724 -2.071 -3.786
H 8.058 -0.786 -5.796
H 9.706 0.665 -6.940
H 12.017 0.842 -6.066
H 12.686 -0.451 -4.063
*
```

Record 2
The following is a DFT calculation (the ωB97M-V functional and the def2-TZVPD basis) of a molecular structure, C51H51N2O10RhS2 at a distorted geometry.

Values from the calculation:
<S²>: 6.035
HOMO level (alpha / beta) in eV: -5.42 / -8.49
Orbital gap (alpha / beta) in eV: 4.647 / 5.203

The geometry in ORCA input format:
```
! wB97M-V def2-TZVPD RIJCOSX def2/J DEFGRID3
* xyz 0 5
Rh 0.153 -0.954 0.922
O 5.874 -1.909 4.722
C 4.752 -2.768 4.926
C 3.580 -2.283 4.051
C 2.366 -3.022 3.985
C 1.475 -2.717 2.898
N 1.695 -1.677 2.084
C 2.804 -0.974 2.186
C 3.727 -1.152 3.252
C 2.813 0.096 1.221
C 3.676 1.199 1.141
C 3.777 1.920 -0.039
C 4.687 3.040 -0.246
O 5.498 3.209 0.963
C 2.918 1.492 -1.087
C 1.973 0.443 -0.955
N 1.813 -0.082 0.300
H 6.575 -2.256 5.273
H 4.372 -2.794 5.958
H 4.939 -3.788 4.589
H 2.067 -3.823 4.689
H 0.575 -3.293 2.783
H 4.636 -0.563 3.364
H 4.298 1.497 1.995
H 4.141 4.013 -0.427
H 5.307 2.854 -1.180
H 6.186 3.944 0.818
H 2.987 1.887 -2.117
H 1.330 0.019 -1.728
C -5.171 2.680 0.983
C -4.453 1.854 2.036
C -5.345 1.726 3.248
O -4.198 0.484 1.572
C -2.818 0.231 1.377
C -2.117 1.631 1.704
O -3.161 2.411 2.309
C -0.846 1.453 2.668
O 0.154 0.732 2.018
C -0.106 2.783 2.883
C 1.184 2.765 3.429
C 1.871 3.948 3.729
C 1.264 5.190 3.536
C -0.009 5.250 2.965
C -0.661 4.035 2.626
C -1.322 0.924 4.051
C -1.129 -0.428 4.393
C -1.545 -0.932 5.645
C -2.295 -0.088 6.473
C -2.494 1.246 6.119
C -2.074 1.762 4.911
C -2.489 -0.375 -0.095
O -1.092 -0.271 -0.404
C -3.150 0.456 -1.144
C -2.455 1.297 -2.007
C -3.085 1.935 -3.085
C -4.392 1.647 -3.418
C -5.120 0.814 -2.483
C -4.513 0.291 -1.316
C -2.948 -1.899 -0.074
C -3.610 -2.567 0.959
C -4.296 -3.772 0.734
C -4.168 -4.384 -0.513
C -3.338 -3.794 -1.459
C -2.773 -2.555 -1.274
H -6.086 2.116 0.780
H -4.572 2.781 0.086
H -5.445 3.637 1.380
H -6.300 1.200 3.058
H -5.460 2.735 3.695
H -4.745 1.142 3.964
H -2.476 -0.528 2.180
H -1.748 2.156 0.833
H 1.720 1.860 3.634
H 2.903 3.863 4.128
H 1.809 6.092 3.758
H -0.361 6.261 2.690
H -1.692 4.104 2.178
H -0.576 -1.071 3.711
H -1.230 -1.953 5.940
H -2.785 -0.518 7.338
H -2.961 1.920 6.814
H -2.422 2.755 4.639
H -1.375 1.430 -1.833
H -2.533 2.679 -3.632
H -4.955 2.056 -4.263
H -6.203 0.660 -2.535
H -5.089 -0.277 -0.578
H -3.594 -2.187 2.003
H -4.885 -4.298 1.419
H -4.600 -5.326 -0.727
H -3.106 -4.303 -2.406
H -2.143 -2.190 -2.081
C 2.209 -4.133 -0.333
S 0.670 -3.414 -0.979
O 1.140 -2.266 -1.745
O -0.088 -4.402 -1.749
O -0.076 -2.910 0.241
H 3.011 -3.757 -0.985
H 2.102 -5.244 -0.473
H 2.320 -3.901 0.734
C 4.679 0.058 -6.842
S 3.958 -1.586 -6.898
O 5.096 -2.466 -7.296
C 2.889 -1.385 -8.366
C 2.045 -0.316 -8.411
C 1.324 -0.090 -9.592
C 1.512 -0.841 -10.730
C 2.430 -1.914 -10.695
C 3.076 -2.198 -9.469
H 5.249 0.214 -7.754
H 5.307 0.015 -5.942
H 3.935 0.874 -6.619
H 2.032 0.373 -7.544
H 0.645 0.718 -9.655
H 0.911 -0.632 -11.639
H 2.376 -2.693 -11.471
H 3.869 -2.939 -9.397
*
```

Q: What is the formula in the first record?
A: C51H49FI2NO2P